(1)
Entry from the Open Molecules 2025 dataset: a cluster of 2 separate species, C5H12IP in total at a distorted geometry (ωB97M-V with the def2-TZVPD basis set).

XYZ file:
```
19
C5H12IP, DFT ωB97M-V with the def2-TZVPD basis set
C 1.10 0.11 0.19
C 0.14 -2.22 -0.32
C -0.75 -0.27 -1.51
C -1.88 1.15 1.27
C -0.14 -0.71 -0.16
P -1.28 -0.46 1.44
I 3.18 4.03 2.00
H 1.90 -0.53 0.56
H 1.46 0.58 -0.63
H 1.02 0.85 1.05
H 0.36 -2.47 -1.29
H -0.59 -2.83 0.03
H 0.91 -2.52 0.27
H -1.41 -1.17 -1.85
H -1.29 0.75 -1.53
H -0.09 -0.16 -2.32
H 2.55 2.97 2.96
H -1.75 1.94 0.52
H -2.60 1.70 1.98
```

Calculated values
HOMO energy = -9.1 eV
Energy relative to the best compared isomer or geometry (same formula, charge and spin) = 2.403 eV
SMILES string = C=PC(C)(C)C.I
Total charge = 0

(2)
Entry from the Open Molecules 2025 dataset: an isolated molecule of C5H7NO2 at a distorted geometry (ωB97M-V with the def2-TZVPD basis set).

XYZ file:
```
15
C5H7NO2, DFT ωB97M-V with the def2-TZVPD basis set
C -2.16 -0.14 0.18
C -1.24 1.31 0.05
C 0.12 0.80 -0.43
C 1.44 1.02 0.06
C 0.03 -0.69 0.15
H -2.49 -0.40 1.40
H -3.12 -0.35 -0.49
H -1.04 1.89 1.06
H -1.71 2.06 -0.55
H 0.24 0.76 -1.49
H 1.99 2.00 0.07
H 0.02 -0.33 1.19
N 2.24 -0.03 0.19
O 1.33 -1.21 -0.06
O -1.17 -1.19 -0.26
```

Calculated values
HOMO energy = -9.5 eV
Energy relative to the best compared isomer or geometry (same formula, charge and spin) = 5.161 eV
SMILES string = C1=NO[C@@H]2OCC[C@@H]12
Total charge = 0

(3)
Entry from the Open Molecules 2025 dataset: a cluster of 7 separate species, C28H50F6O19 in total at a distorted geometry (ωB97M-V with the def2-TZVPD basis set).

XYZ file:
```
103
C28H50F6O19, DFT ωB97M-V with the def2-TZVPD basis set
C -1.02 10.81 2.13
C -2.23 10.31 1.36
O -1.81 9.42 0.27
C -1.31 9.81 -0.89
O -1.04 11.00 -1.21
O -1.09 8.66 -1.66
C -0.63 8.77 -3.04
H -1.32 11.59 2.83
H -0.37 11.32 1.42
H -0.44 10.02 2.61
H -2.79 11.16 0.98
H -2.90 9.84 2.09
H -0.12 7.91 -3.47
H 0.10 9.58 -3.15
H -1.47 9.12 -3.63
C 6.99 3.88 -11.70
C 5.97 4.01 -10.51
O 6.59 4.47 -9.39
C 5.96 4.33 -8.16
O 4.94 3.65 -7.88
O 6.69 4.92 -7.21
C 6.36 4.78 -5.84
H 7.58 2.98 -11.55
H 7.65 4.75 -11.74
H 6.44 3.84 -12.64
H 5.44 3.07 -10.37
H 5.15 4.70 -10.71
H 5.31 5.08 -5.73
H 6.97 5.47 -5.26
H 6.44 3.75 -5.50
C 0.19 -7.39 4.00
C 0.77 -8.03 5.28
O 2.10 -8.36 4.90
C 3.14 -7.91 5.59
O 3.08 -7.08 6.49
O 4.27 -8.46 5.08
C 5.56 -8.16 5.56
H 0.49 -7.96 3.12
H 0.50 -6.36 3.82
H -0.88 -7.17 4.05
H 0.31 -8.98 5.56
H 0.70 -7.33 6.12
H 5.48 -8.22 6.65
H 5.75 -7.10 5.38
H 6.43 -8.71 5.21
C -2.83 2.35 1.50
C -1.90 1.25 1.10
O -1.48 1.62 -0.23
C -1.98 1.08 -1.27
O -2.94 0.34 -1.28
O -1.27 1.46 -2.37
C -1.69 1.02 -3.66
H -2.99 2.16 2.57
H -3.79 2.33 0.99
H -2.47 3.38 1.44
H -2.31 0.23 1.09
H -1.15 1.22 1.88
H -1.49 -0.04 -3.81
H -1.01 1.55 -4.32
H -2.75 1.20 -3.83
C -8.41 -1.57 3.77
C -7.57 -2.80 4.15
O -7.80 -3.34 5.37
C -7.32 -2.78 6.49
O -6.78 -1.68 6.65
O -7.60 -3.51 7.48
C -7.01 -3.29 8.82
H -8.09 -1.23 2.78
H -8.28 -0.77 4.51
H -9.46 -1.84 3.77
H -6.50 -2.59 4.15
H -7.69 -3.63 3.45
H -6.16 -3.97 8.97
H -7.78 -3.61 9.52
H -6.65 -2.28 9.03
C 4.63 -1.19 2.30
C 4.69 -0.36 3.56
O 4.90 1.05 3.21
C 4.35 1.99 4.02
O 3.71 1.75 5.05
C 4.81 3.45 3.65
F 5.29 4.05 4.82
F 5.77 3.50 2.68
F 3.75 4.13 3.25
H 3.94 -0.65 1.65
H 4.33 -2.23 2.44
H 5.64 -1.19 1.89
H 5.46 -0.64 4.28
H 3.74 -0.65 4.00
C -4.26 -6.98 -3.61
C -3.67 -5.91 -4.60
O -2.29 -6.11 -4.48
C -1.50 -6.45 -5.52
O -1.89 -6.63 -6.70
C -0.05 -6.57 -5.08
F 0.42 -7.76 -5.30
F 0.68 -5.79 -5.80
F 0.07 -6.29 -3.80
H -4.85 -6.48 -2.85
H -3.48 -7.57 -3.13
H -4.96 -7.58 -4.19
H -3.89 -4.94 -4.16
H -4.10 -5.97 -5.60
```

Calculated values
HOMO energy = -10.5 eV
SMILES string = CCOC(=O)C(F)(F)F.CCOC(=O)C(F)(F)F.CCOC(=O)OC.CCOC(=O)OC.CCOC(=O)OC.CCOC(=O)OC.CCOC(=O)OC
Total charge = 0

(4)
Entry from the Open Molecules 2025 dataset: a structure of composition C6H10N at a distorted geometry (ωB97M-V with the def2-TZVPD basis set).

XYZ file:
```
17
C6H10N, DFT ωB97M-V with the def2-TZVPD basis set
C 0.10 -0.38 1.93
C 0.59 -0.66 0.82
C -2.20 0.05 1.30
C -2.42 -0.53 0.14
C 1.71 -0.03 -1.25
C 0.87 -0.85 -0.49
N 2.07 1.23 -0.70
H 0.13 -0.38 3.07
H -2.93 0.25 2.07
H -1.11 0.16 1.83
H -3.41 -0.14 -0.27
H 2.66 -0.66 -1.28
H 1.26 0.08 -2.22
H 0.38 -1.72 -0.71
H 1.31 1.81 -0.36
H 2.74 1.84 -1.23
H -1.65 -0.90 -0.56
```

Calculated values
HOMO energy (alpha / beta) = -13.4 / -13.4 eV
Energy relative to the best compared isomer or geometry (same formula, charge and spin) = 5.579 eV
Total charge = +1